Entry 1:
Molecular formula: C3H8N2O2
Method: DFT, wB97M-V/def2-TZVPD

Output
LUMO level   0.63 eV
Highest occupied orbital energy   -9.5 eV
M   104.1 g/mol
Charge   0

Last columns: bonded neighbours and bond lengths (Å).
Positions of all 15 atoms, in Å:
1 N -1.41 1.99 0.48  C2 1.383, H8 1.008, H9 1.008
2 C -1.13 0.64 0.40  N1 1.383, O3 1.220, N4 1.374
3 O -1.40 -0.13 1.31  C2 1.220
4 N -0.43 0.27 -0.72  C2 1.374, C5 1.453, H10 1.006
5 C 0.24 -1.01 -0.83  N4 1.453, C6 1.541, H11 1.096, H12 1.093
6 C 1.51 -1.14 0.05  C5 1.541, O7 1.402, H13 1.103, H14 1.095
7 O 1.39 -0.68 1.37  C6 1.402, H15 0.964
8 H -2.04 2.23 1.23  N1 1.008
9 H -1.51 2.54 -0.37  N1 1.008
10 H -0.29 0.95 -1.45  N4 1.006
11 H 0.56 -1.12 -1.88  C5 1.096
12 H -0.47 -1.82 -0.62  C5 1.093
13 H 2.35 -0.64 -0.46  C6 1.103
14 H 1.75 -2.20 0.12  C6 1.095
15 H 0.86 0.13 1.38  O7 0.964

---

Entry 2:
Molecular formula: C2H7N4S
Method: DFT, wB97M-V/def2-TZVPD

Output
LUMO level (alpha / beta)   -4.47 / -7.02 eV
Highest occupied orbital energy (alpha / beta)   -11.7 / -13.7 eV
M   119.2 g/mol
Charge   +1
2S+1   3

Last columns: bonded neighbours and bond lengths (Å).
Positions of all 14 atoms, in Å:
1 C 1.14 -0.94 -0.12  N3 1.216, N6 1.315, S7 2.258
2 C -2.13 0.04 0.23  N4 1.436, H8 1.147, H9 1.037, H10 1.081
3 N -0.07 -0.84 -0.04  C1 1.216, N4 1.254
4 N -0.91 -0.04 -0.53  C2 1.436, N3 1.254
5 N 0.25 1.72 -0.22  S7 1.728, H11 1.012, H12 1.001
6 N 2.17 -1.76 -0.04  C1 1.315, H13 0.971, H14 0.970
7 S 1.80 1.18 0.33  C1 2.258, N5 1.728
8 H -2.44 -0.98 0.64  C2 1.147
9 H -2.86 0.57 -0.29  C2 1.037
10 H -1.83 0.67 1.06  C2 1.081
11 H -0.22 2.21 0.52  N5 1.012
12 H 0.01 2.17 -1.08  N5 1.001
13 H 2.14 -2.73 -0.11  N6 0.971
14 H 2.95 -1.27 -0.34  N6 0.970

---

Number 1: largest force on an atom 0.41 eV/Å. Number 2: largest force on an atom 4.12 eV/Å.